Record 1
A molecular structure, C22H43BNO12Ti in a non-equilibrium geometry, computed with ωB97M-V with the def2-TZVPD basis set.

* ⟨S²⟩: 3.75
* HOMO energy (spin up / spin down): -4.430 / -9.078 eV
* gap between HOMO and LUMO (spin up / spin down): 4.08 / 8.69 eV
* 2S+1: 4
* F_max: 1.4 eV/A

The geometry in XYZ format:
```
80
Properties=species:S:1:pos:R:3:mulliken_charge:R:1
Ti 0.2731 -14.5722 -18.6792 0.6442
O 5.0283 -15.3004 -18.9641 -0.6055
C 4.8309 -14.6560 -17.9763 0.4909
O 5.6966 -14.3284 -17.0360 -0.5634
B 4.9664 -13.7595 -15.8807 1.1237
O 3.5852 -13.5379 -16.3833 -0.5231
C 3.4759 -14.0627 -17.5674 0.1404
O 2.4688 -14.1106 -18.2354 0.0462
O 5.5517 -12.5112 -15.3877 -0.5080
C 5.9218 -12.6510 -14.1162 0.5730
O 6.4172 -11.8260 -13.4215 -0.5685
C 5.5750 -14.1039 -13.6941 0.5630
O 4.9797 -14.6826 -14.7377 -0.4492
O 5.8487 -14.6175 -12.6572 -0.5806
C 1.5173 -12.6129 -22.6639 -1.5650
C 1.6170 -12.6789 -21.1351 1.0803
C 1.9081 -11.3367 -20.5234 -1.4122
O 0.3601 -13.1716 -20.5756 -0.0470
H 0.8075 -13.3518 -23.0453 0.4134
H 2.4926 -12.8369 -23.0943 0.3944
H 1.1954 -11.6324 -23.0175 0.3661
H 2.3485 -13.4533 -20.9072 -0.1231
H 1.8874 -11.4010 -19.4309 0.2309
H 1.0795 -10.6500 -20.7338 0.3637
H 2.8368 -10.8841 -20.8617 0.4073
H -0.3194 -13.1309 -21.2551 0.0689
C -3.7562 -12.1133 -18.1886 -1.4929
C -2.2853 -12.3343 -18.5435 0.6683
C -1.4702 -11.0784 -18.2758 -1.1662
O -1.7893 -13.4374 -17.7700 -0.2518
H -4.2059 -11.3163 -18.7797 0.3936
H -3.8249 -11.8396 -17.1294 0.3729
H -4.3501 -13.0220 -18.3004 0.3574
H -2.2340 -12.6008 -19.5990 0.1047
H -1.4618 -10.3523 -19.0823 0.3283
H -0.4468 -11.3483 -17.9906 0.1434
H -1.8216 -10.5952 -17.3527 0.3804
H -1.9026 -13.1810 -16.8487 0.2004
C 1.8920 -16.3172 -15.1110 -1.4330
C 0.5460 -16.5370 -15.7668 1.8131
C -0.4826 -16.9661 -14.7336 -1.7223
O 0.0642 -15.3408 -16.4103 -0.0245
H 2.5891 -15.8438 -15.8039 0.1377
H 2.3728 -17.2783 -14.9131 0.4224
H 1.8276 -15.7094 -14.2120 0.3924
H 0.5870 -17.3005 -16.5411 -0.9027
H -0.1859 -17.8787 -14.2123 0.3831
H -1.4622 -17.1467 -15.1884 0.3452
H -0.6564 -16.2090 -13.9629 0.4358
H -0.0347 -14.6158 -15.7850 0.1106
C 2.0519 -17.0093 -19.6690 -1.8505
C 0.8145 -17.8610 -19.9526 1.5437
C 0.8926 -19.1171 -19.0683 -1.1972
C -0.4327 -19.8180 -18.8273 -0.8712
C -1.5234 -18.8257 -18.4223 -1.0283
C -1.6897 -17.6275 -19.3483 1.2556
N -0.3643 -17.0425 -19.6003 1.5645
O -0.4828 -15.9092 -20.4470 -0.4660
C -2.5050 -17.9783 -20.6108 -1.7128
C -2.5248 -16.6091 -18.5661 -1.7638
C 0.8290 -18.2926 -21.4286 -1.7906
H 2.9511 -17.5984 -19.8645 0.5640
H 2.0294 -16.6541 -18.6402 -0.1261
H 2.1405 -16.1834 -20.3806 0.1306
H 1.5812 -19.7927 -19.5791 0.5013
H 1.3825 -18.8633 -18.1240 0.4048
H -0.3173 -20.5080 -17.9865 0.4381
H -0.7173 -20.4427 -19.6776 0.3661
H -1.2984 -18.4626 -17.4172 0.1292
H -2.4620 -19.3825 -18.3957 0.4904
H -3.3935 -18.5326 -20.3139 0.4140
H -2.8118 -17.0635 -21.1225 0.4447
H -1.9730 -18.5908 -21.3387 0.2535
H -3.4281 -17.0948 -18.1789 0.4511
H -2.0172 -16.1889 -17.6973 0.1200
H -2.8801 -15.7841 -19.1888 0.3374
H 0.8224 -17.4309 -22.1016 0.3141
H -0.0509 -18.8789 -21.6987 0.3786
H 1.7056 -18.9078 -21.6182 0.4598
H -0.8360 -16.1911 -21.3042 0.2881
```

***

Record 2
A molecular structure, C22H43BiN4O3PSb, computed with ωB97M-V with the def2-TZVPD basis set.

* charge: +2
* HOMO energy: -13.513 eV
* gap between HOMO and LUMO: 7.77 eV
* F_max: 0.7 eV/A

The geometry in XYZ format:
```
75
Properties=species:S:1:pos:R:3:mulliken_charge:R:1
Bi -0.5022 0.3843 -1.2505 0.8809
C 0.8220 5.0518 -1.2975 -1.7073
C 0.0089 3.7982 -1.1658 1.0052
O 0.5468 2.7177 -1.4405 -0.5872
C -1.3801 3.8872 -0.7131 0.6656
C -2.0824 5.0866 -0.9226 -0.8430
C -3.3523 5.2757 -0.4331 -0.8436
C -3.9286 4.2714 0.3410 -0.7593
C -3.2580 3.0868 0.5683 -0.3727
C -1.9936 2.8478 0.0219 0.1492
O -1.3970 1.6648 0.3045 0.2482
H 1.8806 4.8023 -1.2902 0.2896
H 0.5900 5.7683 -0.5126 0.4575
H 0.6021 5.5237 -2.2591 0.4981
H -1.6146 5.8737 -1.4991 0.4631
H -3.8807 6.1983 -0.6247 0.4278
H -4.9082 4.4212 0.7758 0.4545
H -3.6992 2.3227 1.1918 0.4386
C -4.9481 -1.2140 0.9550 -1.6272
C -3.7062 -0.3910 0.6088 -0.6655
P -2.3024 -1.3438 -0.0742 1.0640
C -3.1508 -2.3538 -1.3658 -0.9498
C -2.3716 -2.8765 -2.5681 -1.0223
C -1.8359 -2.4788 1.3045 -0.9527
C -0.3688 -2.4719 1.7304 -0.5526
H -5.6710 -0.5723 1.4569 0.4313
H -4.7211 -2.0388 1.6311 0.3415
H -5.4363 -1.6198 0.0712 0.3118
H -3.3145 0.1018 1.4995 0.4003
H -3.9493 0.3983 -0.1069 0.5489
H -3.9495 -1.7023 -1.7283 0.4770
H -3.6399 -3.1734 -0.8344 0.5354
H -1.8572 -2.0808 -3.1059 0.2438
H -3.0648 -3.3498 -3.2623 0.4300
H -1.6195 -3.6158 -2.2999 0.0515
H -2.1543 -3.4845 1.0224 0.5366
H -2.4611 -2.1732 2.1452 0.5612
H 0.2813 -2.8784 0.9556 -0.2937
H -0.2455 -3.0860 2.6224 0.5432
H -0.0297 -1.4634 1.9687 0.0762
N 0.3100 -5.6422 -0.6329 -0.3177
C 1.5527 -5.1753 -0.8233 0.6498
N 2.5810 -6.0064 -0.6829 -0.3643
N 1.8296 -3.9228 -1.1301 -0.5580
C 1.0802 -2.9062 -1.3066 0.2443
N 0.5649 -1.8710 -1.4728 -0.5248
H 0.1365 -6.6227 -0.4867 0.2234
H -0.4810 -5.0611 -0.8436 0.1527
H 2.4677 -6.9758 -0.4431 0.1979
H 3.5096 -5.6430 -0.8168 0.2438
C 2.9406 -0.7763 2.6795 -1.3009
C 2.8884 -0.9955 1.1702 -0.2431
Sb 2.0129 0.6414 0.0945 0.7687
C 2.6074 2.3877 1.1764 -0.5040
C 3.9649 2.9180 0.7377 -1.4678
C 3.0978 0.6320 -1.7654 -0.6086
C 4.5984 0.3618 -1.6894 -1.2184
H 3.2655 -1.6925 3.1736 0.4346
H 1.9663 -0.5058 3.0831 0.2453
H 3.6518 0.0048 2.9472 0.3664
H 2.3146 -1.8841 0.9127 0.0243
H 3.8838 -1.1053 0.7420 0.5447
H 2.5995 2.0676 2.2154 0.5564
H 1.8117 3.1184 1.0463 0.3657
H 4.7571 2.1848 0.8890 0.3706
H 4.2176 3.7952 1.3349 0.4309
H 3.9714 3.2173 -0.3108 0.3407
H 2.8825 1.5964 -2.2255 0.3860
H 2.6067 -0.1353 -2.3698 0.4896
H 5.1360 1.1700 -1.1994 0.2738
H 4.9963 0.2681 -2.7001 0.4183
H 4.8286 -0.5666 -1.1676 0.3197
O 0.1181 1.1055 2.3620 -0.5172
H -0.0053 1.4259 3.2612 0.2714
H -0.6014 1.4789 1.8204 -0.0485
```

***

Record 3
8 unconnected molecules or ions with the total composition C22H43Cl3O7 in a non-equilibrium geometry, computed with ωB97M-V with the def2-TZVPD basis set.

* HOMO energy: -9.609 eV
* gap between HOMO and LUMO: 9.77 eV
* F_max: 2.1 eV/A

The geometry in XYZ format:
```
75
Properties=species:S:1:pos:R:3:mulliken_charge:R:1
C -3.5705 -3.5592 -0.1266 0.3023
Cl -3.3573 -2.9372 -1.7476 -0.0991
Cl -3.5865 -5.3466 -0.1683 -0.1579
Cl -5.0365 -2.9107 0.6061 -0.1558
H -2.7671 -3.2532 0.5313 0.0863
C -0.4904 3.3143 -3.0257 -0.8327
C -0.2930 2.0676 -3.8586 0.7062
O -0.1348 0.9889 -3.3364 -0.5140
C -0.2776 2.2129 -5.3888 -1.1130
H -0.0944 4.2303 -3.4549 0.3433
H -0.0717 3.1379 -2.0332 0.1183
H -1.5613 3.4548 -2.8443 0.2946
H -1.2907 2.2399 -5.7710 0.2955
H 0.2936 1.3254 -5.6788 0.3130
H 0.4014 3.0117 -5.6871 0.3765
C -1.8604 0.3973 5.2210 -0.4577
C -2.4527 0.4622 6.6054 0.5676
O -1.7910 0.1279 7.5632 -0.5510
C -3.8069 1.0972 6.7458 -1.0722
H -1.2481 1.2554 4.9518 0.1916
H -2.7038 0.3298 4.5319 0.0087
H -1.1879 -0.4558 5.1435 0.3961
H -4.4424 0.7473 5.9314 0.3199
H -3.7503 2.1889 6.7276 0.2582
H -4.2857 0.9037 7.7054 0.3425
C 3.8071 -0.7046 -2.6186 -0.7726
C 5.2644 -1.1034 -2.5348 0.6369
O 6.0911 -0.7710 -3.3455 -0.5617
C 5.7249 -1.8082 -1.2612 -1.0385
H 3.7045 0.3054 -3.0085 0.3207
H 3.2941 -0.7249 -1.6561 0.0507
H 3.3008 -1.4416 -3.2461 0.4758
H 5.5104 -1.1943 -0.3799 0.2603
H 6.7901 -2.0010 -1.2927 0.3225
H 5.0809 -2.6804 -1.1076 0.3261
C 3.2639 2.1766 -0.3048 -0.5133
C 3.2472 3.6606 -0.0542 0.7111
O 2.2728 4.3250 -0.3287 -0.5398
C 4.4525 4.2333 0.6300 -1.2229
H 3.3736 1.6752 0.6598 0.3333
H 4.0245 1.7901 -0.9822 0.4218
H 2.2943 1.9357 -0.7448 -0.1975
H 5.3168 4.0678 -0.0214 0.3375
H 4.6040 3.7500 1.5927 0.3167
H 4.3690 5.3161 0.7057 0.3388
C 0.3066 -0.9538 -0.7523 -0.3400
C -0.4892 -0.3462 0.3589 0.4740
O -1.6580 -0.6402 0.4947 -0.4838
C 0.1331 0.7482 1.1833 -0.4202
H -0.4034 -1.3554 -1.4792 0.1525
H 0.9907 -1.7736 -0.5225 0.4494
H 0.8748 -0.2272 -1.3397 -0.1390
H 1.1937 0.5768 1.3832 0.4233
H -0.3762 0.8266 2.1388 -0.2804
H 0.1045 1.6992 0.6458 0.1885
C -3.6719 1.6827 1.6992 -0.7259
C -3.5322 3.0412 2.3717 0.6724
O -4.3935 3.8800 2.3687 -0.5848
C -2.2206 3.3110 3.0888 -0.2768
H -3.6559 0.8962 2.4490 0.2017
H -3.0652 1.6055 0.8020 0.1348
H -4.6964 1.6251 1.3098 0.3835
H -1.6516 2.3910 3.1718 -0.4773
H -2.4001 3.7410 4.0716 0.2992
H -1.6037 3.9869 2.4927 0.3485
C -0.3412 -5.0625 -1.8096 -0.7090
C -0.8843 -5.7044 -3.0707 0.8650
O -1.1742 -5.0698 -4.0479 -0.5465
C -0.8363 -7.2171 -3.1235 -1.1267
H -0.7876 -5.4331 -0.8866 0.2768
H -0.5325 -3.9907 -1.8076 -0.0695
H 0.7303 -5.2611 -1.7565 0.4179
H -1.2474 -7.6664 -4.0204 0.3151
H -1.3408 -7.6189 -2.2391 0.3006
H 0.2075 -7.5283 -3.0187 0.3036
```